w) This record from OMol25 describes the ion C3H6IN2 with charge +1. The level of theory is ωB97M-V/def2-TZVPD.

The geometry in XYZ format:
```
12
Properties=species:S:1:pos:R:3
I 0.60265 2.17749 -1.76382
C 1.03572 0.40072 -0.65434
N 1.02744 0.60593 0.96476
C -0.13043 0.29154 1.41310
C -1.01821 -0.29489 0.34362
N -0.04671 -0.64303 -0.66690
H 2.01327 0.13294 -0.91616
H -0.22621 0.24547 2.50765
H -1.65791 -1.07599 0.65419
H -1.55115 0.57956 -0.02459
H 0.41548 -1.51430 -0.25280
H -0.46394 -0.90544 -1.60471
```

multiplicity: 1
Kohn-Sham gap: 10.09 eV
HOMO level: -14.13 eV
structure (SMILES): I[C@H]1N=CC[NH2+]1
total charge: +1



x) This record from OMol25 describes the ion C3H6IN2 with charge +1. The level of theory is ωB97M-V/def2-TZVPD.

The geometry in XYZ format:
```
12
Properties=species:S:1:pos:R:3
I 3.10419 -0.00942 -0.09735
C 1.09891 -0.27074 0.65019
N 0.33312 1.35773 0.90733
C -0.71440 1.33048 0.22475
C -0.95723 0.11337 -0.62906
N 0.07819 -0.92977 -0.12453
H 1.06598 -0.66504 1.63421
H -1.45170 2.07070 0.06319
H -1.93051 -0.41281 -0.52622
H -0.56132 0.35104 -1.63614
H -0.37114 -1.62741 0.55482
H 0.30591 -1.30812 -1.02117
```

multiplicity: 1
Kohn-Sham gap: 9.92 eV
HOMO level: -13.93 eV
structure (SMILES): I[C@H]1N=CC[NH2+]1
total charge: +1



Least stable structure: x)



w) This record from OMol25 describes an isolated molecule of C4H7N3O3. The level of theory is ωB97M-V/def2-TZVPD.

The geometry in XYZ format:
```
17
Properties=species:S:1:pos:R:3
N -0.15451 -0.33577 2.21500
C 0.04703 1.09244 2.28148
C 1.35041 1.34654 1.46763
N 1.12237 1.10375 0.00491
O 0.12563 1.76572 -0.74620
C -0.29143 0.91066 -1.68662
O -1.38354 0.99791 -2.34404
N 0.55368 -0.19478 -1.71984
C 1.36358 -0.09886 -0.59714
O 1.90839 -1.16037 -0.30117
H 0.08151 -0.67186 1.31341
H 0.48483 -0.74056 2.87210
H 0.12561 1.57050 3.27775
H -0.71906 1.53760 1.71361
H 1.87445 2.29303 1.55860
H 2.16898 0.62274 1.83454
H 0.33809 -1.04270 -2.14802
```

multiplicity: 1
Kohn-Sham gap: 10.29 eV
HOMO level: -9.71 eV
structure (SMILES): NCCn1oc(=O)[nH]c1=O
total charge: 0



x) This record from OMol25 describes a cluster of 2 separate species, C4H7N3O3 in total. The level of theory is ωB97M-V/def2-TZVPD.

The geometry in XYZ format:
```
17
Properties=species:S:1:pos:R:3
O 1.69780 0.06132 -1.47615
C 1.20491 -0.23796 -0.39288
O 1.76953 -1.19273 0.38787
N -0.21440 -0.35046 -0.25860
C -0.94809 -1.54962 -0.26346
C -2.25004 -1.22129 -0.16137
N -2.33653 0.16302 -0.23651
C -1.10084 0.72551 -0.37845
O -0.83285 1.91208 -0.53258
H 2.39515 -1.69801 -0.14495
H -0.47527 -2.51026 -0.42455
H -3.13042 -1.85235 -0.12151
H -3.18440 0.71232 -0.20634
N 1.80416 1.57065 0.93604
H 2.74011 1.84911 0.65085
H 1.09989 2.27385 0.69537
H 1.76128 1.34481 1.92723
```

multiplicity: 1
Kohn-Sham gap: 8.95 eV
HOMO level: -8.30 eV
structure (SMILES): O=C(O)n1cc[nH]c1=O.N
total charge: 0



Least stable structure: w)